# 1
107
Properties=species:S:1:pos:R:3 method="wB97M-V/def2-TZVPD" charge=0 multiplicity=3 homo_lumo_gap_ev="8.501 / 9.715" lumo_energy_ha="0.022 / 0.022" homo_energy_ev="-7.90 / -9.13"
C 2.44 -2.61 -1.70
O 1.92 -3.60 -2.57
C 1.28 -3.04 -3.69
C -0.06 -2.38 -3.35
C -1.00 -2.28 -4.55
C -2.48 -1.96 -4.24
C -2.93 -0.49 -4.31
Si -2.11 0.71 -3.16
Cl -0.21 1.19 -3.83
C -2.02 -0.05 -1.45
C -1.59 0.89 -0.36
N -0.39 0.87 0.08
O -2.97 2.11 -3.13
C -2.36 3.37 -2.79
C -3.28 4.20 -1.87
N -2.60 4.59 -0.64
C -1.66 5.71 -0.78
C -0.17 5.30 -0.72
C 0.59 5.52 -2.03
O 0.39 6.06 0.35
H 2.72 -1.69 -2.24
H 3.34 -3.02 -1.23
H 1.72 -2.34 -0.92
H 1.96 -2.32 -4.17
H 1.13 -3.87 -4.39
H -0.53 -2.97 -2.55
H 0.16 -1.38 -2.96
H -0.97 -3.24 -5.08
H -0.61 -1.52 -5.26
H -2.74 -2.39 -3.26
H -3.09 -2.51 -4.97
H -3.99 -0.45 -4.00
H -2.90 -0.12 -5.34
H -1.33 -0.90 -1.44
H -3.03 -0.42 -1.24
H -2.34 1.59 0.02
H -0.29 1.56 0.82
H -2.16 3.89 -3.73
H -1.40 3.22 -2.28
H -4.15 3.59 -1.61
H -3.64 5.08 -2.42
H -3.29 4.81 0.06
H -1.82 6.41 0.05
H -1.86 6.25 -1.72
H -0.15 4.23 -0.48
H 0.35 4.74 -2.76
H 0.37 6.50 -2.45
H 1.67 5.47 -1.85
H 1.34 5.95 0.33
C 6.51 1.33 2.87
C 5.98 1.35 1.44
C 5.53 2.76 1.03
C 4.24 3.20 1.74
C 3.12 2.18 1.52
C 3.51 0.75 1.90
N 4.82 0.42 1.25
O 4.71 -0.02 0.05
C 3.56 0.58 3.42
C 2.47 -0.22 1.35
C 7.10 0.88 0.52
H 7.50 1.80 2.88
H 5.90 1.88 3.58
H 6.63 0.31 3.23
H 5.36 2.77 -0.05
H 6.34 3.45 1.24
H 4.42 3.35 2.80
H 3.94 4.17 1.34
H 2.23 2.46 2.09
H 2.83 2.19 0.46
H 4.02 -0.37 3.69
H 2.54 0.58 3.80
H 4.09 1.37 3.94
H 2.31 -0.07 0.29
H 1.52 -0.03 1.85
H 2.76 -1.25 1.52
H 7.37 -0.15 0.75
H 7.97 1.51 0.67
H 6.81 0.93 -0.53
C -1.46 -3.72 0.86
C -1.88 -2.93 2.11
C -1.92 -3.84 3.35
C -3.07 -4.84 3.33
C -4.41 -4.12 3.14
C -4.45 -3.20 1.91
N -3.24 -2.31 1.95
O -3.41 -1.24 2.64
C -4.53 -4.01 0.62
C -5.68 -2.30 1.97
C -0.89 -1.79 2.30
H -0.39 -3.91 0.92
H -1.95 -4.68 0.76
H -1.65 -3.14 -0.04
H -2.01 -3.21 4.24
H -0.96 -4.36 3.41
H -2.92 -5.58 2.54
H -3.09 -5.39 4.27
H -5.22 -4.85 3.04
H -4.63 -3.52 4.03
H -4.35 -3.37 -0.25
H -5.53 -4.43 0.53
H -3.83 -4.85 0.58
H -5.73 -1.75 2.91
H -6.57 -2.92 1.88
H -5.66 -1.58 1.16
H -0.95 -1.11 1.45
H 0.12 -2.20 2.34
H -1.08 -1.23 3.21



# 2
109
Properties=species:S:1:pos:R:3 method="wB97M-V/def2-TZVPD" charge=0 multiplicity=4 de_lowest_kcal_mol=58.0 homo_lumo_gap_ev="8.829 / 8.732" lumo_energy_ha="0.020 / -0.003" homo_energy_ev="-8.28 / -8.81"
C 2.00 -2.62 -0.92
C 0.73 -3.52 -0.77
C -0.48 -2.84 -0.09
N -0.70 -1.50 -0.69
P -0.44 -0.16 0.43
C 0.48 1.13 -0.60
O -1.89 0.58 0.87
S -2.17 -1.44 -1.55
O -3.37 -1.44 -0.70
O -2.19 -2.62 -2.46
F -2.02 -0.13 -2.48
H 1.81 -1.54 -0.75
H 2.76 -2.93 -0.19
H 2.37 -2.70 -1.96
H 0.45 -3.98 -1.74
H 1.02 -4.38 -0.13
H -1.38 -3.48 -0.14
H -0.26 -2.73 0.99
H 0.22 0.95 -1.65
H 0.17 2.12 -0.23
H 1.55 0.94 -0.38
H -1.98 0.59 1.82
C 6.65 -0.83 3.33
C 5.66 0.08 2.57
C 5.79 1.53 3.06
C 5.17 1.75 4.43
C 3.71 1.30 4.42
C 3.54 -0.16 3.96
N 4.28 -0.45 2.69
O 3.57 0.05 1.70
C 4.00 -1.11 5.08
C 2.04 -0.44 3.81
C 6.17 0.02 1.12
H 7.66 -0.42 3.27
H 6.43 -0.94 4.39
H 6.68 -1.83 2.89
H 5.31 2.20 2.35
H 6.85 1.82 3.09
H 5.74 1.22 5.20
H 5.22 2.81 4.69
H 3.29 1.42 5.42
H 3.14 1.97 3.77
H 4.14 -2.12 4.70
H 3.26 -1.15 5.88
H 4.92 -0.79 5.57
H 1.54 0.24 3.13
H 1.53 -0.34 4.77
H 1.87 -1.47 3.46
H 6.06 -0.98 0.70
H 7.23 0.28 1.08
H 5.66 0.72 0.46
C -2.73 6.14 2.15
C -2.57 4.74 2.78
C -3.89 4.32 3.45
C -4.15 5.05 4.76
C -2.97 4.87 5.71
C -1.63 5.31 5.08
N -1.42 4.73 3.73
O -1.04 3.48 3.87
C -1.57 6.85 5.03
C -0.50 4.92 6.05
C -2.34 3.83 1.57
H -3.61 6.16 1.49
H -2.88 6.95 2.86
H -1.86 6.39 1.54
H -3.87 3.24 3.65
H -4.72 4.49 2.77
H -4.35 6.11 4.58
H -5.06 4.65 5.23
H -3.15 5.44 6.62
H -2.92 3.82 6.01
H -0.77 7.19 4.37
H -1.38 7.27 6.02
H -2.51 7.31 4.71
H -0.49 3.86 6.28
H -0.61 5.45 7.00
H 0.47 5.20 5.63
H -1.39 4.05 1.09
H -3.13 3.96 0.83
H -2.34 2.77 1.84
C -3.82 -3.40 -5.81
C -2.56 -4.30 -5.79
C -1.30 -3.43 -5.71
C -0.96 -2.74 -7.03
C -0.85 -3.78 -8.14
C -2.11 -4.66 -8.27
N -2.55 -5.21 -6.96
O -1.77 -6.23 -6.67
C -3.24 -3.83 -8.92
C -1.82 -5.77 -9.29
C -2.70 -5.06 -4.46
H -3.79 -2.70 -4.97
H -3.92 -2.79 -6.70
H -4.72 -4.00 -5.71
H -0.44 -4.04 -5.41
H -1.42 -2.67 -4.92
H -1.72 -1.99 -7.27
H -0.01 -2.21 -6.93
H -0.66 -3.27 -9.09
H 0.02 -4.40 -7.95
H -4.21 -4.33 -8.79
H -3.07 -3.72 -9.99
H -3.32 -2.82 -8.53
H -0.95 -6.37 -9.02
H -1.61 -5.34 -10.27
H -2.68 -6.43 -9.40
H -3.56 -5.73 -4.47
H -2.84 -4.36 -3.63
H -1.81 -5.64 -4.22



| no. | E_tot (eV) |
| --- | --- |
| 1 | -69798.588 |
| 2 | -74282.223 |